Model i:
Formula: H20O10
Source: the OMol25 dataset
Level of theory: wB97M-V/def2-TZVPD

## Properties
- SMILES: O.O.O.O.O.O.O.O.O.O
- Highest occupied orbital energy: -10.67 eV

Atoms and positions in Å:
O -0.8833 0.4115 1.1394
H 0.0114 0.5110 0.7949
H -1.4440 0.4779 0.3582
O 1.4605 3.2774 1.8208
H 1.2806 2.6101 1.1491
H 2.3514 3.5827 1.6154
O -3.3834 -1.8557 1.6457
H -3.5327 -1.1825 0.9723
H -3.7585 -2.6570 1.2634
O 3.5411 -2.2435 -1.2205
H 3.2714 -2.2221 -2.1456
H 3.0922 -1.4864 -0.8277
O 1.6064 -0.3974 0.9184
H 1.8947 -0.8223 0.1027
H 2.4271 -0.1215 1.3418
O -4.2858 -1.9240 -0.6347
H -4.1605 -2.8246 -0.9545
H -3.4284 -1.5054 -0.7707
O -0.2347 5.3027 -0.5919
H -0.5695 4.4542 -0.9034
H -0.9533 5.9190 -0.7730
O 0.6498 -3.7939 0.3345
H -0.2434 -3.6162 0.6502
H 0.5370 -3.9570 -0.6087
O 4.6623 -0.5601 -0.4559
H 4.5878 0.4009 -0.4586
H 4.2714 -0.8232 0.3849
O -2.9920 1.6949 -1.7710
H -3.3406 1.0679 -1.1273
H -2.4349 2.2825 -1.2481

Model ii:
Formula: H20O10
Source: the OMol25 dataset
Level of theory: wB97M-V/def2-TZVPD

## Properties
- SMILES: O.O.O.O.O.O.O.O.O.O
- Highest occupied orbital energy: -9.89 eV

Atoms and positions in Å:
O 1.9361 -1.1972 -2.1492
H 2.1801 -0.2982 -2.1932
H 1.0411 -1.2192 -1.7492
O 2.5261 1.3478 -2.0212
H 1.7911 1.7028 -1.4862
H 3.1761 2.0438 -2.0572
O 0.0401 -0.7002 -0.2132
H -0.8589 -0.6422 0.1018
H 0.6141 -0.0752 0.2078
O 0.7881 -2.3482 1.8168
H 0.5951 -1.7492 1.1238
H 0.0711 -3.0002 1.7108
O -0.1799 3.1138 2.0248
H 0.0591 2.5908 1.2958
H -0.9969 3.5168 1.7168
O 1.7921 0.6328 1.2758
H 2.5731 0.0988 1.2248
H 1.6101 0.5598 2.2158
O -2.9269 1.4158 -1.0572
H -2.3119 0.7068 -0.8632
H -2.9559 1.4578 -1.9872
O -2.4019 -1.1772 0.7788
H -2.6479 -0.4532 1.3568
H -2.5779 -1.9762 1.3048
O 0.1881 2.4868 -0.9052
H 0.0781 3.4208 -1.0972
H -0.2869 1.9928 -1.5842
O -0.6979 -4.2062 0.6028
H -1.5979 -4.4762 0.6848
H -0.6199 -3.5692 -0.0802

Most stable pick: model ii. Distance to second place: 62.7 kcal/mol.

Model i:
Formula: H20O10
Source: the OMol25 dataset
Level of theory: wB97M-V/def2-TZVPD

## Properties
- SMILES: O.O.O.O.O.O.O.O.O.O
- Highest occupied orbital energy: -10.24 eV

Atoms and positions in Å:
O 0.1910 -0.5136 -0.4777
H 1.1478 -0.5108 -0.3614
H -0.1479 -0.1751 0.3587
O -2.1915 2.5400 2.2859
H -1.6252 3.2943 2.0877
H -3.0077 2.7277 1.8087
O -0.5695 -0.4086 2.5261
H -0.2043 -0.1206 3.3702
H 0.2013 -0.4933 1.9537
O 0.9612 -2.3170 3.0234
H 1.7233 -2.8749 2.8314
H 0.2436 -2.9432 3.1717
O -0.5862 -2.0418 -3.3302
H -0.0322 -2.8174 -3.1872
H 0.0055 -1.2981 -3.1694
O 1.9126 0.7864 1.0201
H 2.4522 1.5252 1.3232
H 1.6181 0.3618 1.8337
O -0.9497 -4.3532 -2.0407
H -1.8368 -3.9764 -2.0478
H -0.8697 -4.7481 -1.1651
O 1.9030 0.6637 -3.2171
H 2.0099 0.4394 -2.2858
H 1.1830 0.0959 -3.5139
O -1.3589 2.3424 0.0901
H -2.1225 2.7878 -0.2940
H -1.7034 1.4874 0.3718
O 0.8509 3.2912 -0.8587
H -0.0280 3.3842 -0.4743
H 0.8301 3.8648 -1.6331

Model ii:
Formula: H20O10
Source: the OMol25 dataset
Level of theory: wB97M-V/def2-TZVPD

## Properties
- SMILES: O.O.O.O.O.O.O.O.O.O
- Highest occupied orbital energy: -9.25 eV

Atoms and positions in Å:
O 0.7394 0.5428 -0.2339
H -0.0405 0.2523 0.2523
H 0.7036 1.5045 -0.1816
O 4.0810 2.1246 1.8346
H 3.7890 1.6730 2.6345
H 4.4438 2.9581 2.1550
O -0.2496 -1.6113 -2.9070
H 0.0014 -1.2812 -3.7771
H -1.1656 -1.3293 -2.8045
O -0.4775 0.1619 -2.1882
H -0.1960 0.7470 -2.9006
H -0.8493 0.7579 -1.5283
O -2.4288 -0.5841 3.0762
H -2.3354 0.3707 2.9836
H -2.8424 -0.6967 3.9395
O 4.4448 -1.5135 0.5462
H 4.4773 -1.2248 -0.3728
H 3.9702 -0.8064 0.9975
O -0.1350 -4.7330 -0.1172
H 0.8205 -4.8417 -0.1816
H -0.2746 -3.7914 -0.2685
O 0.2845 -1.7000 -0.3824
H 0.5020 -0.9352 -0.9272
H 0.6674 -1.4919 0.4774
O -1.2143 5.4128 -1.1964
H -1.0531 5.8222 -0.3388
H -2.0245 5.8318 -1.5077
O -4.8242 -0.5738 1.2512
H -4.9068 -0.7492 0.3070
H -3.9074 -0.2963 1.3588

Most stable pick: model i. Distance to second place: 41.8 kcal/mol.

Model i:
Formula: H20O10
Source: the OMol25 dataset
Level of theory: wB97M-V/def2-TZVPD

## Properties
- Highest occupied orbital energy: -9.02 eV

Atoms and positions in Å:
H 0.7687 0.5447 -0.8939
H 1.3157 0.6019 0.5230
H -2.4425 -3.9182 -0.2349
H -2.2152 -2.6003 -0.9570
H 0.0191 -4.2803 -0.8358
H 0.3672 -3.5285 -2.1101
H -1.5222 -0.8570 -0.7797
H -2.3146 0.1066 0.0882
H 5.6985 -1.9001 -0.3969
H 4.4227 -1.1708 -0.0088
H 6.3044 0.6566 0.5401
H 5.1731 1.5899 0.1412
H -1.8312 0.8667 2.7418
H -2.4175 2.2578 2.9187
H -1.5693 -0.6574 3.1614
H -2.2560 -1.9951 3.3827
H -0.6927 5.2843 0.1743
H -0.4983 4.6765 -1.2051
H -3.8371 1.9962 -3.5985
H -2.9394 1.0775 -2.7859
O 1.5664 0.7542 -0.3951
O -2.6357 -2.9758 -0.1752
O -0.2176 -3.4967 -1.3446
O -1.6402 0.0825 -0.5999
O 5.3813 -1.0713 -0.0209
O 5.4703 0.6769 0.0575
O -1.5796 1.7949 2.8060
O -2.3277 -1.1789 2.8751
O -0.0502 4.8059 -0.3616
O -3.5004 1.8571 -2.7061

Model ii:
Formula: H20O10
Source: the OMol25 dataset
Level of theory: wB97M-V/def2-TZVPD

## Properties
- Highest occupied orbital energy: -9.29 eV

Atoms and positions in Å:
O 2.6395 0.3773 -0.2067
H 2.0190 0.0400 -0.8528
H 2.0975 0.8599 0.4175
O -1.4754 -0.7853 0.1128
H -1.4692 -1.4714 0.7802
H -1.4988 -1.2593 -0.7185
O 1.3235 -0.1748 -1.6895
H 1.5561 -0.6318 -2.4977
H 0.7372 -0.7781 -1.2329
O -3.0122 -0.1421 1.5841
H -2.2161 -0.4306 1.1377
H -3.3583 0.5571 1.0296
O 1.1721 0.9756 1.7795
H 0.4504 1.5223 2.0902
H 0.8441 0.5820 0.9710
O 0.2511 -1.7588 -0.7413
H 0.5331 -1.5739 0.1546
H 0.0705 -2.6988 -0.7468
O 1.2377 1.9651 -2.4365
H 1.0638 1.0270 -2.3592
H 2.1322 2.0163 -2.7734
O -1.9706 1.6394 0.4996
H -2.5341 1.6963 -0.2721
H -1.1609 1.2437 0.1769
O 0.1523 0.4705 0.1199
H 0.1246 0.5373 -0.8346
H -0.5066 -0.1902 0.3335
O -0.0030 -1.3423 1.8103
H -0.1490 -0.8805 2.6359
H 0.9494 -1.3924 1.7286

Model iii:
Formula: H20O10
Source: the OMol25 dataset
Level of theory: wB97M-V/def2-TZVPD

## Properties
- SMILES: O.O.O.O.O.O.O.O.O.O
- Highest occupied orbital energy: -11.00 eV

Atoms and positions in Å:
O -3.3588 0.7479 -3.2121
H -3.4344 -0.1492 -3.5373
H -4.0911 1.2125 -3.6171
O -0.0255 0.4593 -6.0037
H -0.3993 0.8380 -6.7994
H -0.6487 0.6869 -5.3138
O 3.3638 -3.4839 -0.6464
H 3.1777 -2.5616 -0.8224
H 3.4934 -3.8719 -1.5118
O -3.2340 -1.1752 3.0919
H -3.2300 -0.3871 3.6352
H -2.8816 -0.8878 2.2497
O -0.1158 -0.0204 0.2708
H -0.1258 -0.1122 -0.6819
H -0.0176 0.9200 0.4202
O 1.9964 -1.0930 3.7550
H 1.2728 -1.4727 3.2566
H 1.5997 -0.8165 4.5811
O 1.4437 5.2830 0.3015
H 0.8042 4.7904 0.8159
H 2.2680 5.1746 0.7758
O 2.4591 -0.7772 -3.2995
H 3.3120 -0.6856 -3.7242
H 1.8263 -0.5474 -3.9799
O -0.7717 -4.0163 2.9642
H -0.1311 -3.9773 3.6744
H -1.2450 -3.1863 3.0222
O -1.1355 3.1960 3.0900
H -1.7745 2.6516 3.5499
H -0.3965 3.2615 3.6949

Most stable pick: model iii. Distance to second place: 65.1 kcal/mol.

Model i:
Formula: H20O10
Source: the OMol25 dataset
Level of theory: wB97M-V/def2-TZVPD

## Properties
- SMILES: O.O.O.O.O.O.O.O.O.O
- Highest occupied orbital energy: -10.49 eV

Atoms and positions in Å:
O 28.5212 1.2627 -3.8930
H 28.7332 1.7323 -3.0760
H 29.2770 0.6771 -4.0356
O 22.9531 2.2961 -5.1318
H 22.0425 2.5210 -4.9195
H 23.3314 2.0138 -4.2887
O 25.7270 1.1497 -3.8814
H 25.7346 2.0765 -4.1530
H 26.6203 0.8265 -4.0821
O 26.1742 -2.5206 -4.8124
H 26.3456 -3.3948 -5.1743
H 26.4238 -1.9038 -5.5285
O 25.9560 4.2725 -5.1164
H 26.3295 3.6318 -5.7357
H 26.3409 5.1169 -5.3806
O 23.7156 5.4085 -4.1253
H 24.4560 4.8134 -4.3719
H 23.6265 6.0074 -4.8715
O 26.1936 -0.8980 -7.1022
H 26.8525 -0.2480 -6.7634
H 25.3369 -0.4747 -6.9669
O 23.3615 0.5841 -2.6777
H 24.2126 0.8214 -3.1058
H 23.3740 -0.3769 -2.6397
O 26.7771 -0.7416 -1.6214
H 26.6644 0.1235 -2.0274
H 25.8800 -1.0479 -1.4569
O 28.1864 0.9276 -6.7164
H 28.9091 0.4338 -7.1247
H 28.5388 1.2366 -5.8637

Model ii:
Formula: H20O10
Source: the OMol25 dataset
Level of theory: wB97M-V/def2-TZVPD

## Properties
- SMILES: O.O.O.O.O.O.O.O.O.O
- Highest occupied orbital energy: -9.85 eV

Atoms and positions in Å:
O 0.4982 3.9435 -0.9534
H 0.4334 4.4131 -1.7900
H -0.4051 3.6766 -0.7445
O -2.0272 2.4791 -0.6429
H -2.6794 3.1621 -0.8339
H -2.4010 1.9844 0.0938
O 0.3908 -0.4701 2.2195
H 0.0538 0.0571 1.4812
H 0.6407 0.1709 2.8922
O -0.8878 -3.2505 1.5605
H -1.2910 -3.9942 1.1029
H -1.2305 -2.4667 1.1145
O 2.4924 1.3658 -1.3681
H 1.8340 0.7789 -0.9594
H 3.0202 0.7984 -1.9377
O 1.7813 -2.5125 0.7225
H 1.1195 -2.7339 0.0500
H 2.4245 -1.9616 0.2664
O -2.2522 -1.2207 0.0436
H -2.7691 -0.5389 0.4827
H -2.7631 -1.4434 -0.7424
O 1.7203 2.4747 1.3120
H 1.1674 2.8092 2.0245
H 1.9284 1.5675 1.5608
O 0.1806 -3.0477 -1.5414
H -0.7361 -3.3314 -1.6012
H 0.6752 -3.7025 -2.0455
O 0.0476 0.4353 -0.4664
H -0.7223 1.0062 -0.5848
H -0.2437 -0.4489 -0.7155

Most stable pick: model i. Distance to second place: 22.7 kcal/mol.

Model i:
Formula: C2H4N4S
Source: the OMol25 dataset
Level of theory: wB97M-V/def2-TZVPD

## Properties
- SMILES: C#[N+][S-].N=C=NN
- Highest occupied orbital energy: -7.90 eV

Atoms and positions in Å:
C 0.2668 1.5439 -2.0223
N -0.7102 1.3055 -1.4335
S -2.1198 1.0105 -0.9681
H 1.2279 1.6795 -2.4914
N 0.1245 -2.7926 -0.8361
C -0.0691 -1.6873 -0.3268
N 0.1919 -0.6124 0.2247
N -0.4600 0.0657 1.1984
H -0.3151 -3.3559 -1.6517
H -1.3804 -0.2757 1.2515
H -0.2714 1.0762 1.0515

Model ii:
Formula: C2H4N4S
Source: the OMol25 dataset
Level of theory: wB97M-V/def2-TZVPD

## Properties
- SMILES: [S-][N+]1=NCCN=N1
- Highest occupied orbital energy (alpha / beta): -8.76 / -8.64 eV

Atoms and positions in Å:
S -2.3329 1.8477 -1.4267
N -1.1477 0.8456 -0.6021
N -0.9283 -0.3696 -0.9228
C -0.0681 -1.0929 -0.0639
C 1.1144 -0.1338 0.5037
N 0.5939 1.2267 0.7057
N -0.4458 1.6182 0.2847
H 0.3861 -2.0117 -0.4954
H -0.6450 -1.4115 0.9091
H 1.6167 -0.4875 1.3369
H 1.8568 -0.0311 -0.2293

Most stable pick: model i. Distance to second place: 6.6 kcal/mol.